1.
C4H7NO | ωB97M-V/def2-TZVPD

Structure (XYZ):
```
13
Properties=species:S:1:pos:R:3:nbo_charge:R:1
C 0.816 -1.453 -0.608 -0.418
N 0.199 -0.147 -0.566 -0.396
C 0.710 1.047 0.195 -0.199
C -0.721 1.334 0.603 -0.578
C -1.016 0.159 -0.040 0.510
O -2.119 -0.542 0.195 -0.656
H 1.196 -1.764 0.375 0.187
H 0.073 -2.181 -0.945 0.218
H 1.646 -1.440 -1.323 0.207
H 1.210 1.779 -0.437 0.189
H 1.369 0.721 1.010 0.190
H -2.161 0.136 0.986 0.523
H -1.223 2.285 0.512 0.223
```

Values from the calculation:
- Kohn-Sham gap (eV) = 9.023
- total charge = 0
- spin multiplicity = 1
- E_tot (hartree) = -286.4932

=====

2.
C3H8N2O2S | ωB97M-V/def2-TZVPD

Structure (XYZ):
```
16
Properties=species:S:1:pos:R:3:nbo_charge:R:1
C 0.083 2.435 -0.064 -0.260
O -0.242 1.073 -0.495 -0.545
C 0.260 0.142 0.445 -0.163
C 0.071 -1.266 0.036 0.344
N 1.010 -2.140 -0.225 -0.177
O 2.198 -1.533 0.096 -0.592
N -1.218 -1.822 -0.244 -0.774
S -2.609 -0.994 0.155 0.202
H -0.355 2.644 0.974 0.176
H 1.147 2.590 -0.140 0.179
H -0.352 3.162 -0.768 0.199
H 1.381 0.290 0.567 0.226
H -0.310 0.365 1.381 0.199
H 2.911 -2.165 -0.107 0.480
H -1.175 -2.684 -0.771 0.413
H -2.799 -0.097 -0.838 0.090
```

Values from the calculation:
- Kohn-Sham gap (eV) = 9.222
- total charge = 0
- spin multiplicity = 1
- E_tot (hartree) = -777.1734

=====

3.
C37H54Br3N5O7PRe | ωB97M-V/def2-TZVPD

Structure (XYZ):
```
108
Properties=species:S:1:pos:R:3:lowdin_charge:R:1
Re 0.161 1.534 -0.303 1.658
C 1.135 -2.502 6.213 -0.035
C 1.768 -1.110 6.079 -0.555
C 3.148 -1.130 6.740 -0.053
C 0.906 -0.064 6.807 -0.037
C 1.827 -0.712 4.616 -0.159
C 0.638 -0.545 3.908 -0.071
C 0.687 -0.040 2.638 -0.477
Br -0.972 0.392 1.696 0.989
C 1.866 0.325 1.943 -0.466
O 1.788 0.890 0.782 -0.313
C 3.081 0.093 2.655 -0.092
C 3.005 -0.412 3.945 0.031
C 4.461 0.483 2.142 -0.532
C 4.476 1.037 0.718 -0.046
C 5.015 1.569 3.082 -0.032
C 5.396 -0.737 2.182 -0.034
H 1.019 -2.758 7.263 0.089
H 1.771 -3.252 5.747 0.091
H 0.157 -2.543 5.742 0.076
H 3.039 -1.392 7.790 0.090
H 3.614 -0.149 6.689 0.089
H 3.800 -1.868 6.277 0.089
H 0.904 -0.260 7.876 0.089
H -0.122 -0.078 6.456 0.077
H 1.313 0.932 6.641 0.092
H -0.317 -0.771 4.347 0.110
H 3.932 -0.544 4.471 0.098
H 3.898 1.953 0.640 0.079
H 4.078 0.320 0.003 0.083
H 5.501 1.264 0.432 0.094
H 4.326 2.407 3.141 0.055
H 5.969 1.925 2.704 0.093
H 5.170 1.190 4.087 0.080
H 5.023 -1.530 1.539 0.088
H 5.507 -1.135 3.186 0.077
H 6.382 -0.447 1.829 0.090
Br 1.497 3.322 2.691 0.991
C 0.270 4.177 1.558 -0.662
C -0.044 5.492 1.875 -0.080
C -0.902 6.198 1.051 0.006
C -1.455 5.527 -0.026 0.043
C -1.121 4.203 -0.238 -0.145
N -0.250 3.516 0.524 -0.046
C -1.844 3.391 -1.300 -0.565
O -2.650 3.916 -2.036 0.127
O -1.555 2.149 -1.249 -0.220
H 0.394 5.933 2.756 0.109
H -1.143 7.229 1.252 0.128
H -2.154 5.983 -0.708 0.134
Br 3.524 1.535 -5.388 0.847
C 1.649 1.286 -5.245 -0.584
C 0.966 0.860 -6.376 -0.121
C -0.394 0.617 -6.311 -0.063
C -1.077 0.811 -5.121 -0.061
C -0.402 1.271 -4.006 -0.012
C 0.969 1.517 -4.050 -0.159
C 1.711 1.904 -2.791 -0.605
O 2.894 1.649 -2.679 -0.009
O 1.006 2.489 -1.883 -0.144
H 1.497 0.724 -7.304 0.100
H -0.916 0.278 -7.192 0.110
H -2.135 0.609 -5.060 0.092
H -0.939 1.422 -3.082 0.085
C -4.996 -0.653 -3.888 -0.119
N -4.147 -0.120 -2.856 -0.294
C -4.227 1.309 -2.695 -0.106
P -3.583 -1.035 -1.543 0.569
O -2.437 -0.400 -0.887 -0.347
N -4.855 -1.316 -0.469 -0.303
C -6.181 -1.649 -0.941 -0.116
C -4.850 -0.591 0.781 -0.111
N -3.196 -2.531 -2.182 -0.302
C -2.192 -2.497 -3.225 -0.109
C -3.944 -3.758 -2.067 -0.108
H -4.686 -0.247 -4.856 0.086
H -6.046 -0.380 -3.733 0.087
H -4.909 -1.736 -3.921 0.065
H -3.937 1.812 -3.618 0.090
H -3.539 1.604 -1.912 0.043
H -5.235 1.644 -2.433 0.093
H -6.129 -2.139 -1.908 0.062
H -6.819 -0.762 -1.029 0.091
H -6.654 -2.332 -0.230 0.093
H -3.834 -0.271 0.995 0.030
H -5.190 -1.243 1.588 0.088
H -5.501 0.289 0.750 0.090
H -1.626 -1.570 -3.133 0.065
H -2.623 -2.541 -4.234 0.089
H -1.511 -3.347 -3.112 0.082
H -4.591 -3.706 -1.198 0.070
H -3.252 -4.591 -1.928 0.086
H -4.545 -3.966 -2.959 0.086
C 2.720 -1.418 -3.029 0.000
N 1.947 -2.092 -2.006 -0.104
C 2.178 -3.513 -1.858 -0.024
C 1.005 -1.453 -1.315 -0.423
C 0.231 -2.237 -0.297 0.014
O 0.773 -0.244 -1.524 -0.092
H 3.729 -1.823 -3.055 0.104
H 2.791 -0.358 -2.807 0.057
H 2.255 -1.551 -4.008 0.112
H 3.047 -3.787 -2.451 0.097
H 1.325 -4.093 -2.219 0.097
H 2.371 -3.777 -0.818 0.102
H -0.028 -3.225 -0.662 0.085
H -0.690 -1.703 -0.078 0.026
H 0.826 -2.347 0.609 0.102
```

Values from the calculation:
- Kohn-Sham gap (spin up / spin down) (eV) = 7.514 / 6.236
- total charge = +1
- spin multiplicity = 4
- E_tot (hartree) = -10384.3728

=====

4.
C18H21N5O3 | ωB97M-V/def2-TZVPD

Structure (XYZ):
```
47
Properties=species:S:1:pos:R:3:nbo_charge:R:1
C 2.262 -3.784 6.016 -0.255
O 3.358 -2.842 5.949 -0.472
C 2.956 -1.573 5.835 0.716
N 1.649 -1.393 5.601 -0.599
C 1.176 -0.132 5.431 0.143
C 2.108 0.898 5.709 -0.085
C 3.509 0.594 5.853 0.320
N 4.293 1.710 5.615 -0.134
O 3.398 2.717 5.334 -0.178
N 2.014 2.209 5.341 0.411
O 1.115 2.947 4.983 -0.405
N 3.933 -0.652 5.916 -0.533
H 2.757 -4.757 6.038 0.192
H 1.681 -3.620 6.931 0.189
H 1.607 -3.684 5.144 0.196
H 0.114 0.107 5.523 0.215
C 0.706 0.168 3.358 -0.402
C -0.347 -0.698 3.009 0.181
N -1.624 -0.332 2.835 -0.366
C -2.613 -1.411 2.735 -0.207
C -4.013 -0.986 2.317 -0.410
C -4.440 0.329 2.952 -0.400
C -3.439 1.417 2.592 -0.408
C -1.992 1.080 2.956 -0.221
C 2.077 -0.041 2.848 -0.050
C 2.937 1.064 2.681 -0.241
C 4.312 0.856 2.637 -0.193
C 4.822 -0.445 2.652 -0.224
C 3.950 -1.540 2.611 -0.217
C 2.569 -1.333 2.627 -0.189
H 0.443 1.206 3.601 0.240
H -0.133 -1.760 2.843 0.203
H -2.224 -2.155 2.025 0.210
H -2.669 -1.916 3.715 0.192
H -4.052 -0.898 1.226 0.205
H -4.704 -1.787 2.601 0.224
H -5.429 0.611 2.585 0.221
H -4.513 0.220 4.041 0.201
H -3.487 1.609 1.515 0.204
H -3.698 2.355 3.094 0.227
H -1.792 1.418 3.989 0.198
H -1.334 1.679 2.305 0.225
H 2.502 2.059 2.534 0.222
H 4.983 1.723 2.603 0.225
H 5.902 -0.601 2.689 0.220
H 4.340 -2.560 2.585 0.217
H 1.869 -2.164 2.510 0.191
```

Values from the calculation:
- Kohn-Sham gap (eV) = 6.491
- total charge = 0
- spin multiplicity = 1
- E_tot (hartree) = -1197.7745

=====

5.
C4H9N4O | ωB97M-V/def2-TZVPD

Structure (XYZ):
```
18
Properties=species:S:1:pos:R:3:nbo_charge:R:1
C -1.204 1.374 -1.176 0.016
C 1.954 0.551 1.403 0.492
C 1.053 1.487 -0.540 -0.012
C -0.885 -0.994 -0.590 0.247
N 0.029 1.704 -1.221 -0.374
N -1.649 0.084 -0.582 -0.483
N 1.305 0.317 0.290 -0.526
N -1.064 -2.105 0.074 -0.758
O 2.591 1.576 1.875 -0.587
H -1.984 2.114 -1.235 0.210
H 2.067 -0.300 2.074 0.187
H 1.963 2.000 -0.637 0.171
H -0.150 -0.913 -1.267 0.207
H -2.572 -0.028 -0.247 0.413
H 0.750 -0.570 0.372 0.423
H 2.538 2.391 1.360 0.521
H -1.830 -2.122 0.752 0.414
H -0.756 -3.012 -0.262 0.437
```

Values from the calculation:
- Kohn-Sham gap (spin up / spin down) (eV) = 6.923 / 6.921
- total charge = +1
- spin multiplicity = 1
- E_tot (hartree) = -451.7107

=====

6.
C5H9NO | ωB97M-V/def2-TZVPD

Structure (XYZ):
```
16
Properties=species:S:1:pos:R:3:nbo_charge:R:1
C -2.093 -0.474 0.182 -0.635
C -1.167 0.654 0.562 -0.075
N -0.099 0.187 1.458 -0.578
C 0.274 0.918 0.266 -0.115
C 1.085 0.252 -0.790 0.038
C 2.311 -0.447 -0.412 -0.111
O 1.122 -1.167 -0.740 -0.498
H -3.003 -0.048 -0.217 0.215
H -2.360 -1.003 1.120 0.216
H -1.670 -1.241 -0.472 0.224
H -1.701 1.574 0.833 0.191
H 0.001 -0.795 1.164 0.349
H 0.621 1.912 0.551 0.208
H 0.993 0.676 -1.789 0.193
H 3.122 -0.538 -1.131 0.186
H 2.595 -0.484 0.640 0.191
```

Values from the calculation:
- Kohn-Sham gap (eV) = 10.216
- total charge = 0
- spin multiplicity = 1
- E_tot (hartree) = -325.8165

=====

7.
C26H33F10N2O | ωB97M-V/def2-TZVPD

Structure (XYZ):
```
72
Properties=species:S:1:pos:R:3:lowdin_charge:R:1
C -2.169 3.182 -3.213 0.128
C -1.090 3.206 -2.665 -0.084
C 0.306 3.203 -1.948 -0.074
N 0.479 1.961 -1.074 0.004
C 1.908 1.518 -1.109 -0.169
C 1.951 0.202 -2.047 -0.094
C 2.157 0.543 -3.596 -0.038
C 1.549 -0.575 -4.555 -0.307
F 2.540 -0.876 -5.516 0.070
F 1.326 -1.793 -3.882 0.076
C 0.268 -0.097 -5.370 -0.255
F 0.696 0.179 -6.678 0.113
F -0.324 1.071 -4.896 0.093
C -0.885 -1.184 -5.502 -0.236
F -0.442 -2.407 -5.993 0.133
F -1.760 -0.691 -6.487 0.107
C -1.766 -1.376 -4.187 -0.373
F -2.112 -2.676 -3.919 0.155
F -1.191 -0.851 -3.030 0.093
F -2.967 -0.684 -4.363 0.115
C 2.565 1.102 0.272 -0.107
O 1.878 1.479 1.469 -0.087
C 0.458 1.297 1.420 -0.351
C -0.160 1.888 2.774 -0.096
C -0.259 0.848 3.964 -0.176
C -1.297 1.437 5.053 -0.189
C -2.695 0.676 4.958 -0.193
C -3.450 0.898 3.582 -0.290
N -4.902 0.571 3.758 -0.036
C -0.053 -0.151 1.040 -0.067
C 0.799 -1.358 1.567 -0.176
C 1.800 -1.349 2.662 -0.035
C 2.553 -2.611 2.993 -0.049
C 2.363 -3.891 2.266 -0.029
C 1.344 -3.917 1.168 -0.224
C 1.029 -5.245 0.351 -0.070
C 0.602 -2.675 0.847 -0.005
C -0.069 2.306 0.271 -0.155
F -1.477 2.091 0.193 0.031
H -3.248 3.061 -3.497 0.085
H 1.068 3.267 -2.772 0.127
H 0.376 4.160 -1.358 0.150
H -0.177 1.269 -1.493 0.170
H 2.610 2.247 -1.625 0.167
H 1.043 -0.458 -1.853 0.111
H 2.839 -0.448 -1.759 0.142
H 1.856 1.586 -3.889 0.116
H 3.280 0.488 -3.774 0.148
H 3.586 1.607 0.317 0.157
H 2.802 -0.013 0.317 0.134
H -1.194 2.322 2.626 0.108
H 0.504 2.776 3.042 0.145
H 0.738 0.790 4.503 0.114
H -0.651 -0.168 3.680 0.104
H -0.872 1.404 6.095 0.111
H -1.431 2.531 4.783 0.107
H -3.354 1.032 5.810 0.119
H -2.470 -0.426 5.065 0.114
H -3.351 1.959 3.213 0.111
H -3.054 0.190 2.783 0.100
H -5.367 0.769 2.864 0.063
H -5.001 -0.444 3.911 0.073
H -1.093 -0.259 1.497 0.129
H -0.210 -0.324 -0.073 0.103
H 1.996 -0.391 3.228 0.094
H 3.326 -2.597 3.813 0.101
H 2.917 -4.843 2.472 0.106
H 0.033 -5.662 0.712 0.090
H 1.803 -6.019 0.615 0.077
H 0.915 -5.061 -0.752 0.077
H -0.155 -2.717 0.011 0.109
H 0.184 3.339 0.641 0.189
```

Values from the calculation:
- Kohn-Sham gap (eV) = 8.768
- total charge = +1
- spin multiplicity = 1
- E_tot (hartree) = -2193.4535

=====

8.
C2H6N2O | ωB97M-V/def2-TZVPD

Structure (XYZ):
```
11
Properties=species:S:1:pos:R:3:nbo_charge:R:1
H -2.168 -0.153 -1.833 0.354
N -1.153 -0.074 -1.509 -0.719
C -0.892 -0.922 -0.611 0.260
N 0.196 -0.892 0.222 -0.352
O 1.198 -0.028 -0.143 -0.371
C 0.947 1.157 0.681 -0.256
H -1.472 -1.778 -0.195 0.140
H 0.566 -1.708 0.805 0.390
H 0.963 0.956 1.729 0.172
H 0.001 1.627 0.422 0.194
H 1.816 1.815 0.433 0.190
```

Values from the calculation:
- Kohn-Sham gap (eV) = 10.055
- total charge = 0
- spin multiplicity = 1
- E_tot (hartree) = -264.4578

=====

> Which value of total charge does entry 3 give?

+1

=====

> Which formula does entry 4 have?

C18H21N5O3

=====

> Which value of total charge does entry 8 give?

0